# C3H4N3O2

2 unconnected molecules or ions with the total composition C3H4N3O2 at a distorted geometry (ωB97M-V with the def2-TZVPD basis set, the OMol25 dataset).

```
12
Properties=species:S:1:pos:R:3
C -2.747 -2.417 -0.026
C 1.224 0.291 0.027
C -2.883 -1.063 -0.209
N -2.353 -3.508 0.025
N -4.067 -0.548 0.097
N -4.197 0.805 -0.005
O -3.198 1.478 -0.309
O -5.281 1.297 0.348
H 1.431 0.181 1.023
H 0.521 1.148 0.026
H 2.063 0.286 -0.666
H -2.178 -0.387 -0.608
```

Output
E_LUMO (spin up / spin down) in Eh: 0.134 / 0.086
ΔE to the lowest compared entry with this formula, charge and spin in eV: 6.231
M in g/mol: 114.08
Net charge: -1
Frontier orbital gap (spin up / spin down) in eV: 9.3 / 5.1